Formula: C2H3N2O2
Source: OMol25
Level of theory: ωB97M-V with the def2-TZVPD basis set

XYZ file:
```
9
Properties=species:S:1:pos:R:3:forces:R:3
H -2.5431 -1.0656 -1.4493 -0.542 0.519 2.235
C 1.8648 0.2915 0.3278 -0.699 0.202 2.150
N 0.2560 0.3516 0.5774 -2.751 -1.242 0.520
H 1.8254 1.3353 0.1359 1.079 1.961 0.112
O 2.2254 -0.4728 -0.5388 1.448 -2.458 -3.340
O -2.8074 -0.8932 -0.4802 1.147 0.087 -1.720
C -0.8497 0.1324 0.2016 1.190 1.050 0.359
H 2.0835 -0.0362 1.3570 0.468 0.687 0.588
N -2.0549 0.3570 -0.1312 -1.341 -0.806 -0.903
```
Positions in Å, forces in eV/Å.

- Gap between HOMO and LUMO: 7.576 eV
- ΔE to the lowest compared entry with this formula, charge and spin: 69.9 kcal/mol
- Energy: -337.8981 hartree
- Structure (SMILES): [O-]CN=C=NO
- Charge: -1
- Spin multiplicity: 1

Here are the Löwdin charges for atoms 1 to 5, given in e:
1 H 0.08
2 C -0.58
3 N 0.13
4 H 0.06
5 O -0.17